Entry 1:
Computed, not measured: a cluster of 2 separate species, C4H6FO2S in total in a non-equilibrium geometry, with wB97M-V/def2-TZVPD.

The geometry in ORCA input format:
```
! RIJCOSX wB97M-V def2-TZVPD def2/J DEFGRID3
* xyz -1 1
C 1.1035 1.0419 2.0082
C 0.9150 0.4197 -0.4111
C -0.5677 -0.6583 1.3886
C 0.6105 0.2509 1.1264
O -0.9093 0.7491 -2.9775
O 1.5397 1.8627 2.7466
F -2.3816 -1.3831 -2.8596
S -0.7390 -0.7453 -3.0615
H 1.8577 0.6756 -0.6577
H 0.0881 1.0297 -0.7376
H 0.8037 -0.5823 -0.7918
H -1.2148 -0.0675 2.0334
H -0.2034 -1.6177 1.7663
H -0.9024 -0.9754 0.4275
*
```

Results
ΔE to the lowest compared entry with this formula, charge and spin, eV: 1.429

=====

Entry 2:
Computed, not measured: a structure of composition C4H6FO4Zn in a non-equilibrium geometry, with wB97M-V/def2-TZVPD.

The geometry in ORCA input format:
```
! RIJCOSX wB97M-V def2-TZVPD def2/J DEFGRID3
* xyz 1 1
C -0.0773 3.0497 0.9558
O -0.8452 1.9413 1.1822
H -0.2390 3.5200 -0.0475
H -0.2565 3.8775 1.6933
H 1.0242 2.8599 1.0086
C 0.4054 -2.4254 -1.0534
O -0.3669 -2.2234 0.0195
C -0.3847 -0.7590 0.3471
C 0.1899 -0.1849 -0.9424
O 0.8155 -1.3494 -1.6044
O 0.6793 -3.5947 -1.3171
F 0.4504 -0.6387 1.3977
H -1.4219 -0.5324 0.5852
H -0.5829 0.1967 -1.6100
H 0.9776 0.5485 -0.7639
Zn -0.3679 -4.2857 0.1493
*
```

Results
ΔE to the lowest compared entry with this formula, charge and spin, eV: 4.075

=====

Entry 3:
Computed, not measured: a structure of composition C4H6GaO2 in a non-equilibrium geometry, with wB97M-V/def2-TZVPD.

The geometry in ORCA input format:
```
! RIJCOSX wB97M-V def2-TZVPD def2/J DEFGRID3
* xyz 2 2
O 2.0507 1.1513 1.7942
C 1.4381 0.9119 0.6361
C 0.1396 0.4540 0.5035
C -0.5581 0.2758 -0.7060
C -1.7111 -0.6940 -0.8291
O -1.2318 -2.0202 -0.7642
Ga 0.5490 -1.7534 -0.3801
H 2.6667 0.4469 2.0348
H 2.0814 1.0773 -0.2301
H -0.1588 0.7434 -1.6129
H -0.5973 0.4280 1.3482
H -2.2348 -0.5124 -1.7832
H -2.4336 -0.5085 -0.0114
*
```

Results
⟨S²⟩: 0.757
ΔE to the lowest compared entry with this formula, charge and spin, eV: 0.000

=====

Entry 4:
Computed, not measured: the molecule C4H6IN in a non-equilibrium geometry, with wB97M-V/def2-TZVPD.

The geometry in ORCA input format:
```
! RIJCOSX wB97M-V def2-TZVPD def2/J DEFGRID3
* xyz 0 1
I 3.2130 -0.0280 0.0604
N 1.5956 1.1561 -0.2932
C 0.4369 0.8094 0.4206
C -0.3178 -0.5867 0.1038
C -1.5849 -0.6097 -0.7493
C -1.7210 -0.8743 0.5259
H 1.4139 0.8804 -1.3202
H -0.1714 1.8014 0.2498
H 0.7550 0.6505 1.4625
H 0.5403 -1.3863 0.1256
H -1.7357 -0.3521 -1.7157
H -2.4238 -1.4608 1.1296
*
```

Results
ΔE to the lowest compared entry with this formula, charge and spin, eV: 3.715

=====

Entry 5:
Computed, not measured: the ion C4H6IN2 with charge +1 in a non-equilibrium geometry, with wB97M-V/def2-TZVPD.

The geometry in ORCA input format:
```
! RIJCOSX wB97M-V def2-TZVPD def2/J DEFGRID3
* xyz 1 1
C 0.0539 -0.9028 0.1156
C 1.4475 -1.1297 -0.0120
C 0.2784 1.4624 0.0475
C -1.8774 0.4595 0.0234
N -0.4378 0.3741 0.1453
N 2.2360 -0.2634 -0.4285
I 4.0725 0.1216 0.0708
H -0.6707 -1.7536 0.3113
H 1.9058 -2.0480 0.2288
H 0.0424 2.4162 -0.4354
H -2.4720 -0.3676 0.4468
H -2.3755 1.1501 0.6144
H -2.2031 0.4813 -1.1281
*
```

Results
ΔE to the lowest compared entry with this formula, charge and spin, eV: 6.456

=====

Entry 6:
Computed, not measured: a structure of composition C4H6IN2 in a non-equilibrium geometry, with wB97M-V/def2-TZVPD.

The geometry in ORCA input format:
```
! RIJCOSX wB97M-V def2-TZVPD def2/J DEFGRID3
* xyz 1 1
C 0.3882 0.2543 -2.6887
C 0.2237 0.9240 -1.5709
C 0.5105 -0.9764 -1.8519
C 0.3057 -0.9669 0.5667
N 0.5998 -0.3644 -0.7213
N -0.6167 -0.2545 1.3384
I 0.5643 -3.2573 -2.1209
H 0.2588 0.3867 -3.7521
H 0.0628 2.0228 -1.3237
H 1.2736 -0.9495 1.2005
H -0.0154 -1.9706 0.2452
H -1.5851 -0.0594 1.1354
H -0.2220 0.4510 1.9976
*
```

Results
ΔE to the lowest compared entry with this formula, charge and spin, eV: 4.411

=====

Entry 7:
Computed, not measured: a cluster of 2 separate species, C4H6INO in total in a non-equilibrium geometry, with wB97M-V/def2-TZVPD.

The geometry in ORCA input format:
```
! RIJCOSX wB97M-V def2-TZVPD def2/J DEFGRID3
* xyz 0 3
C -1.3794 0.6334 -0.6810
C -0.3461 -1.1248 0.6654
C 0.9330 -0.0004 -1.2728
C -0.2626 -0.1550 -0.4147
N -2.3140 1.2679 -0.9040
O 0.5372 1.8685 1.1568
I 0.2329 1.3597 2.9148
H 0.4365 -1.8787 0.6126
H -0.2133 -0.5866 1.6443
H -1.3350 -1.5796 0.7449
H 0.6386 0.1491 -2.3128
H 1.6001 -0.8544 -1.1832
H 1.4720 0.9009 -0.9704
*
```

Results
⟨S²⟩: 2.020
ΔE to the lowest compared entry with this formula, charge and spin, eV: 0.000

=====

Entry 8:
Computed, not measured: a structure of composition C4H6INS in a non-equilibrium geometry, with wB97M-V/def2-TZVPD.

The geometry in ORCA input format:
```
! RIJCOSX wB97M-V def2-TZVPD def2/J DEFGRID3
* xyz 0 1
C 0.0408 2.7630 0.9238
C -0.0170 2.0349 -0.1506
C 2.6427 -0.7447 3.6261
C 2.9154 0.0199 2.3390
N 2.9984 -0.6329 1.2714
S -0.3238 1.2764 -1.4693
I 3.4601 0.4166 -0.4190
H -0.6937 2.7058 1.6820
H 3.1202 -0.3317 4.4370
H 2.8885 -1.7742 3.5616
H 1.6663 -0.2959 3.8864
H 2.7037 1.0688 2.4402
H 0.9202 3.4795 1.0864
*
```

Results
ΔE to the lowest compared entry with this formula, charge and spin, eV: 2.449

=====

Entry 9:
Computed, not measured: a structure of composition C4H6IO7 in a non-equilibrium geometry, with wB97M-V/def2-TZVPD.

The geometry in ORCA input format:
```
! RIJCOSX wB97M-V def2-TZVPD def2/J DEFGRID3
* xyz -1 1
C 3.0597 0.5312 0.2037
O 1.9882 1.3931 0.5123
C 1.4978 2.0551 -0.6029
O 0.1290 2.3972 -0.4908
C -0.5973 1.6470 0.3958
O -0.6342 1.9132 1.5100
O -1.3863 0.6613 -0.0549
I -0.4473 -0.6970 -1.2004
H 3.7160 0.5148 1.0724
H 2.7321 -0.4954 0.0180
H 3.6514 0.8576 -0.6575
H 2.0428 2.9961 -0.7624
H 1.6477 1.4690 -1.5168
C -3.3620 -3.1492 -0.0812
O -4.5543 -3.5176 -0.1977
O -3.0813 -2.6434 1.1970
O -2.4275 -3.1601 -0.8892
H -3.9745 -2.7728 1.5445
*
```

Results
ΔE to the lowest compared entry with this formula, charge and spin, eV: 0.371

=====

Entry 10:
Computed, not measured: a structure of composition C4H6KO3 in a non-equilibrium geometry, with wB97M-V/def2-TZVPD.

The geometry in ORCA input format:
```
! RIJCOSX wB97M-V def2-TZVPD def2/J DEFGRID3
* xyz 1 1
H -2.8843 1.3868 0.7091
O -0.5622 0.4460 0.3350
C 0.5920 -0.2083 -0.0034
O 0.6654 -1.4100 -0.1179
K -1.3469 -3.1499 -0.1787
O 1.5349 0.6626 -0.0941
C 2.8965 0.2147 0.0229
H 3.0192 -0.3537 0.9516
H 3.1539 -0.4012 -0.8458
H 3.4991 1.1252 0.0433
C -1.7165 -0.1736 0.0855
C -2.7786 0.7404 -0.1789
H -2.7114 1.3409 -1.0936
H -3.3613 -0.2200 0.3651
*
```

Results
ΔE to the lowest compared entry with this formula, charge and spin, eV: 4.941

=====

Entry 11:
Computed, not measured: a structure of composition C4H6LaO3 in a non-equilibrium geometry, with wB97M-V/def2-TZVPD.

The geometry in ORCA input format:
```
! RIJCOSX wB97M-V def2-TZVPD def2/J DEFGRID3
* xyz 3 1
C -1.5933 -2.9379 2.0596
C -1.5220 -1.6691 1.9671
O -1.5597 -4.1481 2.2305
H -1.2012 -1.2511 0.9780
H -1.9686 -1.0332 2.7380
H -2.2818 -4.6664 1.8120
O 0.5653 0.2943 -0.6515
C 0.4838 1.4629 -0.3701
O 1.1251 2.4119 -1.2019
La -0.1165 3.7414 0.7100
C 1.8786 2.0153 -2.3563
H 2.6911 1.3454 -2.0520
H 1.2183 1.5036 -3.0662
H 2.2808 2.9310 -2.7970
*
```

Results
ΔE to the lowest compared entry with this formula, charge and spin, eV: 2.702

=====

Entry 12:
Computed, not measured: a structure of composition C4H6Li2O2 in a non-equilibrium geometry, with wB97M-V/def2-TZVPD.

The geometry in ORCA input format:
```
! RIJCOSX wB97M-V def2-TZVPD def2/J DEFGRID3
* xyz 0 1
O 0.3338 -2.1021 -0.7722
C 0.0153 -1.6485 0.3922
C 0.8901 -0.6568 1.0295
Li -1.4918 -1.6340 -0.7673
Li 1.2831 -0.4394 -1.4893
H 1.9586 -0.7390 0.7450
H 0.8262 -0.6259 2.1263
C -0.2981 0.9742 -0.8932
C 0.2317 1.0115 0.4747
O -1.5836 0.2966 -0.9765
H -0.4419 1.9341 -1.4079
H 0.9992 1.7864 0.6120
H -0.5383 1.1553 1.2557
H -2.1843 0.6877 -0.3290
*
```

Results
E_tot, eV: -8747.7922